This record from the Open Molecules 2025 dataset describes C7H9IN2 in the gas phase. The level of theory is ωB97M-V/def2-TZVPD.

Cartesian coordinates (Å):
C (-0.02, 1.72, -0.02)
C (-0.59, 0.41, 0.02)
C (0.36, -0.54, 0.04)
C (1.35, 1.46, 0.10)
C (-1.97, -0.24, 0.09)
C (-0.21, -2.01, 0.04)
C (-1.72, -1.76, -0.01)
N (1.69, 0.15, 0.16)
N (2.36, 2.43, -0.01)
I (3.56, -0.43, 0.37)
H (-0.49, 2.75, -0.20)
H (-2.57, -0.15, 0.93)
H (-2.48, 0.11, -0.76)
H (0.01, -2.43, -0.86)
H (0.21, -2.60, 0.84)
H (-2.14, -2.17, 0.99)
H (-2.23, -2.20, -0.83)
H (3.06, 2.23, -0.76)
H (1.81, 3.26, -0.14)

SMILES = Nc1cc2c(n1I)CCC2
LUMO = -0.005 Ha
HOMO level = -7.25 eV
total charge = 0
HOMO-LUMO gap = 0.2611 Ha

=====

This record from the Open Molecules 2025 dataset describes a molecular structure, C47H47AsNOP2Pt. The level of theory is ωB97M-V/def2-TZVPD.

Cartesian coordinates (Å):
Pt (-0.23, -0.31, -0.39)
C (-4.57, 0.40, -0.72)
N (-3.14, 0.16, -0.48)
P (-2.30, -1.30, -0.49)
C (-2.57, -2.24, -1.97)
C (-1.84, -1.97, -3.14)
C (-2.14, -2.66, -4.30)
C (-3.16, -3.60, -4.30)
C (-3.89, -3.86, -3.15)
C (-3.59, -3.19, -1.97)
C (-2.78, -2.27, 0.93)
C (-2.27, -3.56, 1.06)
C (-2.59, -4.31, 2.18)
C (-3.43, -3.79, 3.15)
C (-3.95, -2.51, 3.01)
C (-3.63, -1.74, 1.90)
P (-1.88, 1.24, -0.62)
C (-1.55, 1.77, -2.30)
C (-2.58, 2.48, -2.92)
C (-2.48, 2.83, -4.26)
C (-1.35, 2.47, -4.98)
C (-0.31, 1.78, -4.36)
C (-0.41, 1.43, -3.02)
C (-2.25, 2.63, 0.40)
C (-3.01, 2.47, 1.56)
C (-3.32, 3.58, 2.33)
C (-2.85, 4.84, 1.95)
C (-2.08, 4.99, 0.80)
C (-1.77, 3.89, 0.02)
H (-4.94, -0.29, -1.48)
H (-4.71, 1.42, -1.09)
H (-5.14, 0.28, 0.20)
H (-1.05, -1.24, -3.14)
H (-1.57, -2.47, -5.20)
H (-3.39, -4.14, -5.21)
H (-4.68, -4.60, -3.16)
H (-4.15, -3.42, -1.07)
H (-1.63, -3.99, 0.29)
H (-2.20, -5.32, 2.29)
H (-3.70, -4.38, 4.02)
H (-4.62, -2.11, 3.76)
H (-4.04, -0.75, 1.80)
H (-3.46, 2.78, -2.37)
H (-3.28, 3.38, -4.73)
H (-1.27, 2.74, -6.02)
H (0.58, 1.52, -4.92)
H (0.44, 0.94, -2.56)
H (-3.39, 1.50, 1.84)
H (-3.92, 3.48, 3.22)
H (-3.09, 5.70, 2.55)
H (-1.73, 5.98, 0.51)
H (-1.17, 4.01, -0.87)
O (1.61, 0.36, -0.77)
As (3.18, 0.10, -0.10)
C (3.27, -1.79, 0.20)
C (2.34, -2.62, -0.41)
C (2.41, -3.99, -0.24)
C (3.42, -4.54, 0.54)
C (4.37, -3.72, 1.13)
C (4.31, -2.34, 0.96)
C (3.30, 1.12, 1.50)
C (3.03, 2.48, 1.37)
C (3.15, 3.30, 2.48)
C (3.55, 2.77, 3.70)
C (3.81, 1.41, 3.82)
C (3.69, 0.58, 2.72)
C (4.42, 0.68, -1.40)
C (3.99, 1.09, -2.66)
C (4.93, 1.47, -3.60)
C (6.28, 1.43, -3.29)
C (6.70, 1.02, -2.03)
C (5.77, 0.64, -1.08)
H (1.58, -2.21, -1.08)
H (1.70, -4.64, -0.73)
H (3.48, -5.61, 0.67)
H (5.18, -4.15, 1.71)
H (5.08, -1.72, 1.40)
H (2.74, 2.90, 0.42)
H (2.95, 4.36, 2.39)
H (3.66, 3.42, 4.56)
H (4.13, 1.00, 4.77)
H (3.90, -0.48, 2.82)
H (2.93, 1.12, -2.90)
H (4.62, 1.79, -4.58)
H (7.02, 1.73, -4.02)
H (7.76, 0.99, -1.79)
H (6.11, 0.34, -0.09)
C (0.05, 1.50, 2.83)
C (-0.61, 0.14, 2.74)
C (-0.37, -0.65, 4.05)
C (-0.05, -0.74, 1.68)
H (-0.41, 2.10, 3.62)
H (-0.01, 2.07, 1.91)
H (1.11, 1.38, 3.08)
H (-1.70, 0.21, 2.62)
H (0.70, -0.75, 4.25)
H (-0.82, -1.64, 4.03)
H (-0.81, -0.10, 4.88)
H (-0.47, -1.74, 1.64)
H (1.05, -0.75, 1.70)

LUMO = -0.360 Ha
HOMO level = -16.15 eV
total charge = +3
HOMO-LUMO gap = 0.2334 Ha

=====

This record from the Open Molecules 2025 dataset describes a gas-phase ion, C6H11ClN3O2 (charge +1). The level of theory is ωB97M-V/def2-TZVPD.

Cartesian coordinates (Å):
C (0.43, 0.20, 0.17)
C (2.26, 0.19, 0.01)
C (-2.28, -0.40, 0.46)
C (-1.29, -0.87, 1.59)
C (-1.86, 0.94, -0.20)
C (0.12, 1.67, -1.66)
N (0.05, -0.62, 1.15)
N (2.80, -1.01, -0.26)
N (-0.36, 0.83, -0.60)
O (1.85, -1.98, -0.58)
O (3.97, -1.27, -0.31)
Cl (3.40, 1.32, 0.53)
H (-2.20, -1.30, -0.22)
H (-3.22, -0.30, 0.93)
H (-1.52, -0.17, 2.51)
H (-1.44, -1.88, 1.99)
H (-2.51, 0.90, -1.05)
H (-2.04, 1.85, 0.34)
H (-0.58, 1.63, -2.55)
H (0.30, 2.73, -1.31)
H (1.08, 1.55, -2.13)
H (0.72, -1.25, 1.43)
H (2.34, -2.74, -0.22)

LUMO (alpha / beta) = -0.124 / -0.205 Ha
multiplicity = 3
HOMO level (alpha / beta) = -10.23 / -14.09 eV
total charge = +1
HOMO-LUMO gap (alpha / beta) = 0.2521 / 0.3133 Ha

=====

This record from the Open Molecules 2025 dataset describes a molecular structure, C45H34Cl2CsF5N8O4S. The level of theory is ωB97M-V/def2-TZVPD.

Cartesian coordinates (Å):
Cs (1.17, 0.40, -1.93)
O (4.05, 6.21, 3.39)
C (4.32, 4.99, 3.71)
O (5.01, 4.52, 4.62)
C (3.58, 4.06, 2.74)
C (3.53, 2.67, 2.87)
C (2.76, 1.92, 1.95)
N (2.10, 2.48, 0.97)
C (2.29, 3.80, 0.76)
C (3.00, 4.61, 1.63)
C (1.76, 4.40, -0.48)
C (1.06, 5.61, -0.36)
C (0.71, 6.27, -1.54)
C (0.91, 5.60, -2.72)
C (1.50, 4.34, -2.71)
N (2.01, 3.77, -1.59)
C (2.60, 0.42, 2.09)
C (3.24, -0.22, 3.21)
C (3.10, -1.60, 3.34)
C (2.31, -2.30, 2.41)
C (1.72, -1.63, 1.39)
N (1.87, -0.28, 1.23)
H (4.06, 2.22, 3.66)
H (3.17, 5.73, 1.49)
H (0.81, 5.98, 0.67)
H (0.43, 7.35, -1.49)
H (0.61, 6.05, -3.65)
H (1.64, 3.80, -3.64)
H (3.82, 0.34, 3.93)
H (3.54, -2.18, 4.14)
H (2.24, -3.38, 2.41)
H (1.13, -2.16, 0.61)
N (-4.60, -1.59, -0.25)
C (-5.39, -0.36, -0.28)
C (-4.55, 0.93, -0.10)
C (-3.44, 1.07, -1.20)
C (-2.48, 2.24, -1.04)
N (-1.51, 1.86, -0.03)
H (-5.08, -2.37, 0.21)
H (-3.72, -1.52, 0.24)
H (-6.17, -0.37, 0.47)
H (-5.91, -0.24, -1.23)
H (-4.07, 1.00, 0.91)
H (-5.24, 1.77, -0.17)
H (-4.07, 1.19, -2.10)
H (-2.84, 0.14, -1.36)
H (-3.08, 3.11, -0.84)
H (-1.96, 2.37, -2.00)
H (-1.88, 1.54, 0.87)
H (-0.99, 2.67, 0.24)
Cl (4.64, -3.50, -3.28)
C (2.94, -3.84, -3.16)
C (2.44, -4.98, -3.82)
C (1.15, -5.36, -3.71)
Cl (0.61, -6.87, -4.30)
C (0.18, -4.50, -3.06)
C (-1.22, -4.63, -3.12)
C (-2.07, -3.71, -2.64)
C (-1.48, -2.55, -2.10)
N (-0.18, -2.36, -2.00)
C (0.65, -3.30, -2.51)
C (2.12, -3.03, -2.38)
O (2.58, -2.08, -1.68)
H (3.09, -5.60, -4.43)
H (-1.67, -5.48, -3.61)
H (-3.13, -3.80, -2.78)
H (-2.12, -1.76, -1.77)
F (-2.23, 1.09, -8.97)
C (-1.69, 1.49, -7.75)
C (-2.46, 1.50, -6.62)
F (-3.76, 1.18, -6.68)
C (-1.96, 1.81, -5.37)
F (-2.83, 1.94, -4.33)
C (-0.58, 2.07, -5.12)
O (-0.21, 2.41, -3.96)
C (0.18, 1.99, -6.34)
F (1.55, 2.10, -6.34)
C (-0.34, 1.63, -7.56)
F (0.46, 1.55, -8.66)
S (-0.89, -1.21, 5.94)
C (-1.26, -1.49, 4.25)
C (-2.18, -2.41, 3.79)
C (-2.47, -2.45, 2.45)
N (-1.81, -1.73, 1.52)
C (-0.93, -0.86, 1.95)
C (-0.65, -0.69, 3.29)
C (0.28, -2.49, 6.36)
C (0.88, -3.37, 5.46)
C (1.88, -4.18, 5.98)
N (2.26, -4.20, 7.26)
C (1.64, -3.38, 8.07)
C (0.64, -2.48, 7.70)
H (-2.73, -3.06, 4.50)
H (-3.22, -3.12, 2.07)
H (-0.41, -0.27, 1.15)
H (0.10, 0.08, 3.61)
H (0.61, -3.37, 4.40)
H (2.42, -4.79, 5.32)
H (1.93, -3.40, 9.14)
H (0.24, -1.73, 8.39)

LUMO = 0.114 Ha
HOMO level = -2.80 eV
total charge = -2
HOMO-LUMO gap = 0.2168 Ha

=====

This record from the Open Molecules 2025 dataset describes a molecular structure, C7H6. The level of theory is ωB97M-V/def2-TZVPD.

Cartesian coordinates (Å):
C (2.78, -0.60, -0.57)
C (1.92, 0.17, -0.09)
C (-0.33, -1.85, 0.61)
C (-0.33, -0.64, 0.18)
C (1.24, 1.30, 0.69)
C (0.44, 0.56, -0.25)
C (-1.75, -0.79, -0.29)
H (1.12, 1.33, 1.82)
H (1.71, 2.23, 0.25)
H (-0.07, 0.88, -1.20)
H (-2.62, -0.07, 0.17)
H (-2.21, -1.81, 0.04)
H (-1.89, -0.70, -1.37)

LUMO = -0.016 Ha
HOMO level = -9.83 eV
total charge = 0
HOMO-LUMO gap = 0.3452 Ha

=====

no.,molar mass (g mol⁻¹),maximum force (eV Å⁻¹),total energy (eV)
1,248.067,3.88,-18483.485
2,973.847,0.51,-135678.940
3,192.626,6.71,-27473.546
4,1081.687,2.26,-117345.754
5,90.125,4.89,-7346.345